Entry 1:
Formula: C4H8N2O3
Source: the OMol25 dataset
Level of theory: ωB97M-V with the def2-TZVPD basis set

Cartesian coordinates (Å):
C1 -1.45934 1.87646 0.03120
N1 -0.27303 1.54465 0.79183
C2 0.81349 0.67707 0.15233
O1 1.86089 1.23165 -0.10993
N2 0.36157 -0.56951 -0.04233
C3 -0.71965 -1.25250 0.63790
C4 1.22039 -1.49387 -0.91007
O2 0.78126 -2.30594 -1.70456
O3 2.53696 -1.48049 -0.63793
H1 -1.93575 2.74785 0.49411
H2 -1.19339 2.11982 -1.00282
H3 -2.16431 1.04507 0.03588
H4 0.24521 2.39167 1.00983
H5 -1.54966 -1.36152 -0.06370
H6 -0.39630 -2.24984 0.95078
H7 -1.04898 -0.70453 1.52293
H8 2.92063 -2.21601 -1.15546

Cartesian forces, eV/Å:
C 0.06 -0.15 -0.38
N 2.37 -1.14 0.05
C -2.23 4.11 1.46
O -0.35 -1.43 -0.15
N 3.08 -2.81 -2.38
C -0.75 -0.18 -0.14
C -0.67 -0.88 0.20
O -0.37 1.63 1.34
O -0.56 0.50 0.33
H 0.04 -0.25 -0.11
H -0.32 0.08 -0.10
H -0.09 0.07 -0.05
H -0.13 -0.18 -0.02
H -0.10 -0.13 0.25
H 0.03 0.19 -0.10
H 0.23 0.12 -0.28
H -0.25 0.43 0.08

Summary:
HOMO-LUMO gap, eV: 10.0
2S+1: 1
DFT total energy, a.u.: -492.45340
Relative energy (zero: lowest compared OMol25 entry of this formula, charge and spin), kcal per mole: 31.10
Molar mass, g mol⁻¹: 132.1
SMILES: CNC(=O)N(C)C(=O)O

Entry 2:
Formula: C9H25NO5Y2
Source: the OMol25 dataset
Level of theory: ωB97M-V with the def2-TZVPD basis set

Cartesian coordinates (Å):
Y1 0.00900 4.20392 -2.60101
Y2 3.51589 2.91039 -1.66360
O1 2.30524 4.01688 -3.26914
H1 2.75491 3.90176 -4.12453
O2 1.31093 3.10509 -1.03367
H2 0.93441 2.31000 -0.59733
O3 0.29089 3.79563 2.01466
H3 -0.61674 4.12396 2.11007
H4 0.43437 3.62978 1.07754
O4 2.79380 0.81303 -0.71429
H5 1.92446 0.33400 -0.86048
H6 3.27769 0.27194 -0.05198
C1 -2.01179 1.11880 0.52224
C2 -1.15624 -0.08867 0.91448
C3 -2.06452 -1.15784 1.54325
C4 -1.40202 -2.53812 1.54751
C5 -1.07760 -2.92661 0.08704
C6 -0.04518 -1.93893 -0.53876
N1 -0.54764 -0.57263 -0.33363
O5 0.24294 0.38617 -0.95467
C7 1.34174 -2.20767 0.08897
C8 -0.03637 -2.20449 -2.04959
C9 -0.09997 0.34041 1.95090
H7 -2.86609 1.24751 1.18906
H8 -2.42629 0.97367 -0.48332
H9 -1.53291 2.10521 0.54157
H10 -2.31228 -0.93210 2.58081
H11 -3.00977 -1.20386 0.99920
H12 -2.06663 -3.32307 1.90442
H13 -0.48619 -2.56051 2.13529
H14 -1.99584 -2.96053 -0.49481
H15 -0.58078 -3.89401 0.12539
H16 1.34974 -1.91900 1.13854
H17 1.65921 -3.23964 -0.01438
H18 2.05754 -1.54321 -0.41569
H19 -1.01771 -1.94823 -2.44723
H20 0.71072 -1.56925 -2.54335
H21 0.23860 -3.22612 -2.29619
H22 0.57382 1.10127 1.52276
H23 0.54869 -0.41984 2.37852
H24 -0.59690 0.88063 2.75763
H25 -0.32515 0.80429 -1.64220

Cartesian forces, eV/Å:
Y 2.35 -0.84 0.57
Y -2.50 -0.69 0.51
O -0.17 -1.16 1.30
H -0.47 0.66 -0.40
O -0.10 0.79 -1.62
H -0.01 -0.04 0.33
O -0.02 0.01 -0.32
H 0.22 -0.02 0.16
H -0.23 0.13 0.23
O 1.16 0.77 -0.23
H -0.05 0.33 -0.07
H -0.06 0.13 -0.31
C -0.48 0.37 -0.38
C -0.08 0.60 0.71
C 0.07 -1.09 0.01
C -0.14 -0.13 -1.41
C 0.70 0.77 1.13
C -0.80 -1.50 -0.40
N 0.20 -1.02 0.75
O 0.02 0.67 0.03
C -0.20 1.43 0.04
C 0.48 0.82 -0.06
C 0.61 0.93 -0.18
H 0.04 -0.20 0.06
H -0.18 -0.11 0.11
H 0.50 -0.05 0.09
H 0.08 0.63 -0.11
H 0.01 -0.05 -0.08
H -0.09 0.27 0.41
H -0.10 0.00 0.26
H 0.05 -0.12 -0.17
H -0.21 -0.16 -0.44
H 0.01 -0.29 0.05
H -0.05 -0.04 -0.18
H 0.26 -0.45 -0.09
H -0.01 -0.28 -0.16
H -0.04 -0.07 -0.08
H -0.20 -0.13 0.18
H -0.06 -0.09 -0.08
H -0.39 -0.32 -0.03
H -0.10 -0.22 0.07
H -0.01 -0.24 -0.21

Summary:
HOMO-LUMO gap, eV: 3.1
Net charge: +4
2S+1: 1
DFT total energy, a.u.: -863.82351
Relative energy (zero: lowest compared OMol25 entry of this formula, charge and spin), kcal per mole: 0.00
Molar mass, g mol⁻¹: 405.1

Entry 3:
Formula: C20H27N5O4
Source: the OMol25 dataset
Level of theory: ωB97M-V with the def2-TZVPD basis set

Cartesian coordinates (Å):
C1 -4.41885 3.99076 -1.60740
C2 -4.49054 2.57382 -1.12881
C3 -3.42227 1.74612 -1.18284
C4 -3.51885 0.37390 -0.70792
N1 -2.72379 -0.61550 -0.62164
C5 -1.32976 -0.69089 -1.00924
C6 -0.68533 0.43923 -1.81691
C7 0.74633 0.06507 -2.19706
C8 1.60559 -0.20982 -0.96920
C9 0.94918 -1.29872 -0.11721
C10 -0.48853 -0.94821 0.24627
C11 3.01960 -0.60554 -1.39134
N2 3.90562 -0.61779 -0.23640
C12 4.41432 -1.79792 0.21024
O1 4.19777 -2.86640 -0.33530
C13 5.25889 -1.74165 1.43816
C14 6.57046 -1.45481 1.57046
O2 6.95384 -1.61165 2.84195
N3 5.86554 -2.02557 3.58799
C15 4.86432 -2.10788 2.75971
C16 3.50485 -2.52885 3.21630
C17 3.94328 0.64986 0.47630
C18 2.52525 1.04852 0.85825
O3 1.66560 1.04285 -0.26395
N4 -4.81881 0.10966 -0.23195
C19 -5.83383 1.00248 -0.21413
C20 -7.12591 0.46730 0.35166
O4 -8.11941 1.45537 0.32382
N5 -5.73220 2.21172 -0.63679
H1 -3.42949 4.24166 -1.98487
H2 -5.15856 4.14863 -2.39331
H3 -4.67838 4.66576 -0.79084
H4 -2.49286 2.11127 -1.57832
H5 -1.25135 -1.59724 -1.62558
H6 -1.26092 0.64408 -2.72199
H7 -0.64873 1.35256 -1.22098
H8 0.74788 -0.83102 -2.82606
H9 1.20906 0.87158 -2.77030
H10 0.97129 -2.22649 -0.69716
H11 1.54075 -1.49415 0.77963
H12 -0.51498 -0.04991 0.87110
H13 -0.94666 -1.75597 0.81813
H14 3.02778 -1.59429 -1.84301
H15 3.39711 0.12797 -2.10958
H16 7.32996 -1.13938 0.87500
H17 2.89044 -2.80677 2.36105
H18 3.57762 -3.38715 3.88135
H19 3.01089 -1.72231 3.75887
H20 4.56030 0.56283 1.36714
H21 4.37964 1.40834 -0.17981
H22 2.15171 0.38189 1.64459
H23 2.51350 2.06848 1.24260
H24 -4.94851 -0.83052 0.11364
H25 -7.40910 -0.41108 -0.24261
H26 -6.92217 0.12425 1.37434
H27 -8.92859 1.08151 0.68398

Cartesian forces, eV/Å:
C 0.00 -0.03 0.01
C 0.03 0.06 -0.03
C 0.02 -0.06 0.01
C 0.03 -0.02 0.02
N 0.01 0.03 -0.05
C 0.00 0.05 0.06
C -0.01 -0.02 0.00
C 0.01 0.00 0.03
C -0.04 0.00 -0.05
C 0.03 0.00 0.01
C -0.01 0.02 -0.05
C -0.02 0.03 0.09
N 0.04 -0.10 -0.01
C -0.05 0.05 -0.01
O -0.03 0.00 -0.02
C 0.11 0.02 0.02
C -0.04 0.04 0.08
O 0.00 -0.01 -0.05
N 0.03 -0.01 0.00
C -0.09 -0.04 0.03
C 0.04 -0.02 -0.01
C -0.06 -0.07 0.01
C 0.03 0.06 -0.06
O 0.02 0.01 0.01
N -0.06 0.01 0.01
C 0.00 -0.01 0.00
C 0.02 -0.04 0.01
O -0.02 0.05 -0.01
N -0.04 0.02 0.00
H 0.00 0.00 0.00
H 0.00 -0.01 -0.01
H 0.01 -0.01 0.01
H 0.02 0.02 -0.01
H -0.01 -0.02 -0.01
H -0.01 -0.01 0.00
H 0.00 0.01 0.00
H 0.00 0.00 0.00
H 0.00 0.00 -0.02
H -0.01 0.00 0.01
H 0.00 -0.01 0.01
H 0.00 0.00 0.01
H 0.01 -0.01 0.00
H 0.01 0.01 0.00
H -0.01 0.02 -0.02
H 0.02 -0.01 0.00
H 0.00 -0.01 0.00
H 0.01 0.02 0.02
H -0.01 0.02 -0.02
H 0.02 0.01 -0.01
H -0.01 0.03 -0.01
H 0.00 -0.01 0.00
H -0.01 -0.01 0.02
H 0.01 0.00 0.00
H 0.00 -0.01 0.00
H 0.00 -0.01 0.01
H 0.01 -0.01 0.00

Summary:
HOMO-LUMO gap, eV: 8.6
2S+1: 1
DFT total energy, a.u.: -1353.02772
Relative energy (zero: lowest compared OMol25 entry of this formula, charge and spin), kcal per mole: 35.49
Molar mass, g mol⁻¹: 401.5
SMILES: Cc1c/c(=N\[C@H]2CC[C@@]3(CC2)CN(C(=O)c2conc2C)CCO3)[nH]c(CO)n1

Entry 4:
Formula: C58H39F5N8O2SSeSm
Source: the OMol25 dataset
Level of theory: ωB97M-V with the def2-TZVPD basis set

Cartesian coordinates (Å):
Sm1 0.43203 0.53579 0.15467
C1 -2.21912 -0.79081 -3.65089
C2 -1.28635 -0.46179 -2.70942
N1 -1.57751 0.16738 -1.55465
C3 -2.81181 0.52409 -1.37497
C4 -3.76471 0.20641 -2.35770
N2 -3.49987 -0.49671 -3.44677
C5 -3.12865 1.32641 -0.20355
C6 -4.45722 1.46670 0.16117
C7 -4.73729 2.20471 1.29788
C8 -3.73276 2.85459 1.98975
C9 -2.42700 2.68161 1.52104
N3 -2.10076 1.91791 0.46474
C10 -1.36600 3.42162 2.23565
C11 -1.31890 4.77501 2.26177
N4 -0.28239 5.52381 2.84562
C12 0.66737 4.90870 3.42965
C13 0.63358 3.44998 3.64337
N5 -0.51269 2.66543 3.03429
C14 -6.12547 2.37292 1.79997
C15 -6.48695 1.78774 2.98498
C16 -7.77722 1.99041 3.43869
N6 -8.71668 2.68980 2.71225
C17 -8.30929 3.26330 1.60636
C18 -7.02447 3.16714 1.14534
H1 -1.97391 -1.36530 -4.56158
H2 -0.22810 -0.68918 -2.87009
H3 -4.81022 0.47219 -2.22220
H4 -5.30661 1.00639 -0.35259
H5 -3.95368 3.48392 2.79083
H6 -2.08858 5.33042 1.83876
H7 1.47936 5.49193 3.82588
H8 0.72294 3.29270 4.72183
H9 -5.79074 1.12602 3.50566
H10 -8.10850 1.49093 4.35082
H11 -9.05467 3.89942 1.04394
H12 -6.68073 3.65522 0.21039
O1 -0.55787 -1.37402 0.47165
C19 -0.89118 -2.06773 1.62111
C20 -0.10513 -1.50482 2.80744
C21 1.37175 -1.70516 2.54265
C22 2.00460 -2.72307 3.22093
C23 3.35627 -2.92506 2.97207
C24 3.99975 -2.18544 2.00911
C25 3.27939 -1.20477 1.33503
C26 3.94127 -0.38023 0.28149
C27 3.33059 -0.49557 -1.11763
O2 1.95070 -0.14379 -1.07638
C28 4.14475 0.48172 -2.05315
C29 4.22381 0.23598 -3.41588
C30 5.04446 0.99892 -4.20732
C31 5.71116 2.08662 -3.68669
C32 5.63462 2.40670 -2.31105
C33 4.74823 1.63641 -1.54013
C34 3.47120 -1.87305 -1.65501
C35 4.73476 -2.42313 -1.90389
C36 4.91904 -3.69164 -2.48760
C37 3.79613 -4.46039 -2.78227
C38 2.52616 -3.91195 -2.56557
C39 2.38823 -2.61917 -2.04416
N7 1.98024 -0.94724 1.64989
C40 -0.44401 -3.52607 1.48523
C41 0.48623 -3.88327 0.53152
C42 1.05263 -5.11965 0.44286
C43 0.62283 -6.09949 1.32381
C44 -0.32926 -5.81291 2.31006
C45 -0.85639 -4.55892 2.35308
C46 -2.43629 -2.02134 1.73728
C47 -3.14244 -1.70968 2.89992
C48 -4.52244 -1.52129 2.79913
C49 -5.17639 -1.77108 1.61920
C50 -4.47881 -2.22473 0.48809
C51 -3.10345 -2.37070 0.54855
H13 -0.29716 -2.06478 3.73453
H14 -0.33438 -0.45534 2.99341
H15 1.49795 -3.30780 3.99121
H16 3.92643 -3.76327 3.40912
H17 5.04588 -2.42151 1.77389
H18 4.99620 -0.64753 0.32318
H19 3.91533 0.68271 0.64629
H20 3.66967 -0.60009 -3.80379
H21 5.15332 0.80710 -5.28075
H22 6.22739 2.70483 -4.42966
H23 6.16890 3.27237 -1.88328
H24 4.64219 1.84718 -0.50713
H25 5.61826 -1.81040 -1.72042
H26 5.90597 -4.05125 -2.79719
H27 3.90785 -5.47072 -3.29028
H28 1.63933 -4.39130 -2.90248
H29 1.40934 -2.15897 -1.85858
H30 0.84900 -3.11952 -0.14990
H31 1.74486 -5.34548 -0.35700
H32 1.01665 -7.09726 1.28902
H33 -0.60607 -6.59921 2.96732
H34 -1.63897 -4.33552 3.07670
H35 -2.61623 -1.46049 3.83366
H36 -5.06366 -1.08136 3.64241
H37 -6.25320 -1.59798 1.47896
H38 -5.02530 -2.50728 -0.40848
H39 -2.52550 -2.57509 -0.35451
S1 3.11356 2.35600 2.42427
C52 1.50286 2.58516 2.72951
N8 0.48161 1.89872 2.25738
F1 3.97923 3.69673 -6.24564
C53 3.16152 3.55704 -5.22510
C54 3.17211 4.46938 -4.15964
F2 4.00997 5.48834 -4.23271
C55 2.29196 4.30631 -3.08092
F3 2.31670 5.26323 -2.09914
C56 1.38408 3.23808 -3.00433
Se1 0.10009 3.01192 -1.62893
C57 1.44701 2.37517 -4.06633
F4 0.55859 1.36127 -4.19821
C58 2.27530 2.47977 -5.14671
F5 2.27974 1.52304 -6.05405

Cartesian forces, eV/Å:
Sm -0.46 0.93 0.00
C -0.28 -0.69 -0.40
C 1.52 0.06 0.67
N 1.48 -0.61 -1.16
C -0.74 0.09 -0.98
C -0.66 -0.34 0.18
N -0.30 0.51 0.06
C 0.07 0.44 0.73
C -0.37 0.18 0.54
C -0.53 0.47 0.25
C 0.68 -1.34 -1.97
C -0.08 0.20 -0.05
N -1.03 -0.51 0.27
C 0.02 1.36 0.10
C 0.79 -2.01 0.61
N 0.48 0.39 0.12
C -1.50 0.38 -0.67
C 0.11 -0.69 -0.13
N 0.93 0.03 0.43
C 1.05 0.01 -0.35
C -0.42 -0.61 0.92
C -1.09 0.19 -1.06
N 0.73 -1.01 1.92
C -1.26 1.27 -0.69
C 0.87 0.44 -1.91
H -0.01 0.49 0.59
H -0.33 0.05 0.10
H 0.19 0.06 -0.06
H 0.63 0.03 0.09
H -0.14 0.79 1.27
H -1.13 0.94 -0.87
H 0.43 0.04 0.10
H 0.15 -0.48 -0.13
H -0.24 0.35 -0.02
H -0.12 0.35 -0.22
H 0.77 -0.87 0.68
H -0.51 -0.22 0.68
O -0.35 -0.22 0.40
C -0.47 -0.38 -0.74
C 0.35 -0.14 0.68
C -0.84 0.09 0.68
C 1.16 -0.36 0.77
C 0.02 -1.22 0.16
C 0.15 0.08 -0.35
C -0.57 0.13 0.30
C 0.06 0.81 1.13
C -0.70 1.83 -0.37
O 2.06 -0.30 -0.54
C -0.81 0.38 0.47
C 0.03 -0.59 0.62
C -0.10 0.29 -0.87
C 0.62 0.80 0.45
C -0.87 -0.14 -0.91
C 1.17 -0.49 -0.70
C 1.15 -1.28 -0.56
C 0.72 -0.45 -0.30
C -0.34 0.59 0.23
C -0.42 -0.86 -0.81
C 0.90 0.76 -0.08
C -0.93 -0.40 0.32
N 1.04 0.10 -0.78
C -0.20 -1.38 0.33
C 0.35 1.82 -0.65
C -0.40 -1.42 0.16
C 0.05 -0.08 0.40
C 1.15 -0.27 -1.38
C -0.93 1.72 0.39
C 0.77 -0.64 0.26
C 0.39 0.56 -0.54
C -0.06 0.42 0.69
C -0.78 -0.15 -1.13
C 0.09 -0.37 0.45
C -0.34 0.91 0.16
H -0.30 0.18 -0.22
H -0.07 0.15 -0.12
H 0.00 0.15 -0.43
H -0.53 0.56 0.14
H -0.52 0.36 -0.07
H 0.12 -0.08 -0.47
H -0.35 -1.02 -0.41
H -0.01 -0.23 -0.31
H -0.23 -0.03 0.39
H 0.23 -0.07 0.65
H -0.43 -0.55 -0.30
H -0.05 0.42 0.68
H -0.14 -0.13 0.04
H -0.28 0.22 0.42
H -0.18 1.39 0.78
H -0.53 -0.65 -0.08
H 0.34 -0.38 -0.35
H -0.26 0.00 0.17
H 0.17 0.03 0.11
H 0.25 -0.34 -0.14
H -0.45 -0.39 0.59
H 0.10 0.02 0.05
H -0.24 -0.18 -0.52
H 0.09 -0.41 -0.17
H 0.45 -0.05 0.45
H 0.08 0.23 0.04
H -0.06 -0.18 0.39
S 0.30 0.38 0.15
C 0.24 -0.71 0.43
N -0.43 0.38 -0.07
F 0.75 0.09 -0.78
C -1.30 -0.32 1.61
C -1.06 -1.07 -0.17
F 0.54 0.73 0.17
C 0.17 0.46 0.27
F 0.08 -0.87 -0.92
C 0.48 0.71 0.43
Se -0.12 0.38 0.22
C -0.98 -0.81 -0.49
F 0.04 -0.11 0.46
C 1.24 1.40 0.29
F 0.04 -0.50 -0.93

Summary:
Expectation value of S²: 8.758
HOMO-LUMO gap (spin up / spin down), eV: 6.2 / 6.2
Net charge: -1
2S+1: 6
DFT total energy, a.u.: -6779.18507
Molar mass, g mol⁻¹: 1236.4

Entry 5:
Formula: C17H15FO3S
Source: the OMol25 dataset
Level of theory: ωB97M-V with the def2-TZVPD basis set

Cartesian coordinates (Å):
C1 4.28497 -4.85276 -1.90242
C2 3.11652 -3.92954 -1.73954
C3 2.91613 -3.24220 -0.55049
C4 1.82945 -2.40402 -0.37398
C5 0.91787 -2.23921 -1.40448
S1 -0.51415 -1.20433 -1.32216
C6 -0.31831 -0.28131 0.24582
C7 -1.36256 0.84067 0.24192
C8 -1.02864 1.95408 1.20890
O1 -0.09304 1.85947 1.98572
C9 -1.86859 3.16640 1.16891
C10 -3.00607 3.28598 0.36676
C11 -3.75425 4.44577 0.38804
C12 -3.35932 5.48795 1.21230
F1 -4.08712 6.61442 1.22748
C13 -2.23735 5.39904 2.01999
C14 -1.50020 4.23425 1.99365
C15 -0.51261 -1.22047 1.44635
O2 -1.04249 -2.28879 1.36032
O3 -0.04395 -0.74379 2.59668
C16 1.10433 -2.92260 -2.60218
C17 2.19030 -3.75784 -2.76240
H1 5.15581 -4.47313 -1.37249
H2 4.04361 -5.83361 -1.49139
H3 4.53663 -4.97923 -2.95263
H4 3.61868 -3.36401 0.26138
H5 1.70686 -1.90548 0.57440
H6 0.68729 0.15341 0.25786
H7 -1.42119 1.25637 -0.76770
H8 -2.34549 0.42843 0.48606
H9 -3.32049 2.47685 -0.27224
H10 -4.63677 4.55455 -0.22215
H11 -1.96105 6.22904 2.65034
H12 -0.62124 4.12690 2.61104
H13 0.21672 0.20382 2.52878
H14 0.38835 -2.79132 -3.39947
H15 2.32137 -4.28379 -3.69700

Cartesian forces, eV/Å:
C -0.05 -0.06 0.04
C 0.01 0.06 0.02
C 0.04 -0.03 -0.09
C -0.04 -0.01 -0.01
C -0.19 0.21 0.11
S -0.06 0.41 0.17
C 0.12 -0.50 -0.56
C 0.29 -0.29 -0.01
C -0.06 -0.19 -0.16
O -0.04 0.17 -0.03
C -0.06 0.44 0.21
C 0.27 -0.02 0.18
C -0.11 0.26 0.05
C 0.08 -0.23 -0.05
F 0.07 -0.10 0.00
C -0.15 0.10 -0.07
C -0.06 -0.16 -0.12
C -0.01 0.24 -0.32
O 0.02 -0.05 0.23
O 0.15 0.04 0.57
C -0.09 0.08 0.12
C 0.03 0.00 0.08
H 0.09 -0.02 0.00
H 0.07 -0.09 -0.01
H 0.08 -0.04 -0.05
H 0.09 -0.02 0.08
H 0.01 0.04 0.06
H -0.14 -0.05 0.10
H -0.08 0.05 0.06
H -0.06 0.08 -0.05
H -0.03 -0.09 -0.08
H -0.08 0.03 -0.05
H 0.01 0.09 0.05
H 0.04 0.00 0.04
H -0.13 -0.32 -0.28
H -0.05 -0.01 -0.14
H 0.03 -0.05 -0.10

Summary:
HOMO-LUMO gap, eV: 7.5
2S+1: 1
DFT total energy, a.u.: -1380.61059
Molar mass, g mol⁻¹: 318.4
SMILES: Cc1ccc(S[C@@H](CC(=O)c2ccc(F)cc2)C(=O)O)cc1